[1]
{"formula": "C9H34N2O9", "method": "ωB97M-V with the def2-TZVPD basis set", "species": ["N", "H", "H", "H", "H", "N", "O", "O", "O", "C", "C", "C", "O", "H", "H", "H", "H", "H", "H", "H", "H", "C", "C", "C", "O", "H", "H", "H", "H", "H", "H", "H", "H", "C", "C", "C", "O", "H", "H", "H", "H", "H", "H", "H", "H", "O", "H", "H", "O", "H", "H", "O", "H", "H"], "coordinates": [[-21.531, -8.210, -23.792], [-20.916, -7.410, -23.760], [-22.184, -8.165, -23.022], [-21.039, -9.086, -23.693], [-21.954, -8.143, -24.707], [-19.290, -5.192, -23.070], [-18.980, -4.011, -22.958], [-18.443, -6.082, -23.097], [-20.474, -5.553, -23.083], [-19.729, -9.274, -18.914], [-19.790, -8.161, -19.929], [-19.521, -6.847, -19.369], [-18.775, -8.520, -20.819], [-19.089, -8.985, -18.080], [-19.638, -10.278, -19.330], [-20.732, -9.149, -18.505], [-20.745, -8.146, -20.454], [-20.097, -6.709, -18.454], [-19.821, -6.086, -20.089], [-18.443, -6.838, -19.213], [-18.615, -7.766, -21.391], [-14.614, -5.741, -22.758], [-14.746, -4.315, -23.500], [-14.970, -4.493, -24.974], [-15.824, -3.507, -23.031], [-15.548, -6.284, -22.900], [-14.525, -5.601, -21.680], [-13.737, -6.318, -23.053], [-13.801, -3.805, -23.312], [-14.932, -3.504, -25.429], [-15.906, -5.052, -25.005], [-14.167, -5.090, -25.406], [-16.690, -3.922, -23.057], [-15.264, -2.050, -20.049], [-16.330, -2.826, -19.222], [-16.966, -3.962, -20.078], [-15.778, -3.496, -18.133], [-14.550, -1.483, -19.452], [-15.648, -1.383, -20.821], [-14.641, -2.710, -20.653], [-17.025, -2.045, -18.914], [-17.604, -3.446, -20.796], [-17.748, -4.446, -19.493], [-16.357, -4.813, -20.383], [-15.317, -4.165, -18.644], [-22.645, -4.243, -21.591], [-22.341, -3.337, -21.544], [-22.174, -4.615, -22.337], [-19.368, -7.638, -25.557], [-18.853, -8.439, -25.651], [-18.934, -7.154, -24.854], [-19.743, -1.433, -22.108], [-19.390, -1.071, -22.920], [-19.625, -2.379, -22.195]], "forces_ev_per_a": [[-0.37, -0.45, 0.06], [1.10, 1.07, 0.60], [-0.54, 0.33, 0.10], [0.56, -0.13, -0.19], [-0.47, -0.24, -0.27], [0.05, 0.19, 0.80], [0.17, 0.18, -0.25], [1.59, -0.99, -0.47], [-1.97, -0.30, -0.50], [-2.07, 1.01, 0.84], [0.47, -2.08, -0.48], [-0.02, 1.21, 0.48], [0.73, -0.02, -1.67], [0.53, -0.54, -0.29], [0.36, 0.25, 0.12], [-0.27, -0.78, 0.65], [-0.48, -0.24, -0.09], [0.21, 0.28, 0.11], [0.19, 0.30, 0.10], [-0.05, 0.49, 0.43], [0.33, 0.26, -0.43], [-0.66, 1.73, -0.11], [-0.20, -1.69, 0.83], [0.83, -0.41, 0.33], [1.15, 0.45, 0.69], [0.08, -0.26, -0.24], [0.04, 0.24, 0.06], [-0.14, 0.08, -0.40], [-0.23, 0.47, 0.16], [-0.62, -0.21, -0.26], [-0.19, 0.31, -0.82], [-0.04, -0.16, -0.17], [-0.11, -0.56, -0.16], [0.54, -0.39, -0.33], [0.38, -0.04, -2.21], [-2.15, 1.58, 0.87], [0.78, 0.15, 0.73], [-0.32, 0.09, 0.43], [-0.56, 0.07, 0.26], [0.01, -0.51, 0.12], [-0.47, -0.56, 0.35], [0.61, -0.51, -1.04], [0.03, 0.02, 0.64], [0.51, 0.69, -0.57], [0.58, -0.58, 0.86], [-0.48, -0.17, 0.25], [0.12, 0.28, 0.02], [0.49, -0.03, -0.21], [-0.69, -0.36, -0.19], [0.27, -0.16, -0.16], [0.50, 0.56, 0.58], [-0.28, 0.46, 0.36], [0.10, 0.05, -0.16], [0.10, -0.42, -0.17]], "nbo_charge": [-0.86, 0.49, 0.44, 0.44, 0.45, 0.74, -0.50, -0.57, -0.60, -0.62, 0.10, -0.64, -0.74, 0.22, 0.22, 0.20, 0.12, 0.22, 0.22, 0.22, 0.48, -0.65, 0.12, -0.63, -0.75, 0.21, 0.20, 0.21, 0.17, 0.22, 0.20, 0.20, 0.49, -0.65, 0.09, -0.66, -0.70, 0.21, 0.22, 0.20, 0.18, 0.23, 0.21, 0.21, 0.45, -0.96, 0.48, 0.48, -0.98, 0.47, 0.50, -0.96, 0.47, 0.49], "homo_ev": -9.326, "relative_energy_ev": 2.067}

=====

[2]
{"formula": "C9H34O8", "method": "ωB97M-V with the def2-TZVPD basis set", "species": ["O", "H", "H", "O", "H", "H", "O", "H", "H", "O", "H", "H", "O", "H", "H", "C", "C", "C", "O", "H", "H", "H", "H", "H", "H", "H", "H", "C", "C", "C", "O", "H", "H", "H", "H", "H", "H", "H", "H", "C", "C", "C", "O", "H", "H", "H", "H", "H", "H", "H", "H"], "coordinates": [[-14.127, -4.001, -22.320], [-14.678, -4.407, -22.989], [-14.581, -4.178, -21.496], [-15.584, -3.748, -17.805], [-14.790, -3.376, -17.421], [-16.269, -3.572, -17.159], [-17.680, -4.753, -22.060], [-17.351, -5.029, -22.916], [-16.951, -4.911, -21.460], [-15.670, -5.113, -20.184], [-15.811, -6.012, -19.888], [-15.589, -4.604, -19.378], [-18.320, -8.436, -20.620], [-18.922, -7.715, -20.433], [-17.532, -8.227, -20.119], [-12.666, -6.483, -19.455], [-11.956, -5.445, -18.618], [-11.496, -5.969, -17.255], [-10.813, -5.131, -19.315], [-11.951, -7.232, -19.793], [-13.065, -6.027, -20.361], [-13.420, -6.999, -18.860], [-12.553, -4.536, -18.537], [-10.809, -5.240, -16.827], [-11.059, -6.967, -17.228], [-12.353, -5.998, -16.582], [-11.072, -4.592, -20.066], [-19.042, -3.898, -18.930], [-19.058, -5.440, -19.020], [-20.064, -6.211, -18.127], [-19.482, -5.730, -20.348], [-18.402, -3.586, -18.104], [-20.007, -3.394, -18.957], [-18.513, -3.546, -19.816], [-18.042, -5.815, -18.897], [-19.752, -6.196, -17.082], [-20.060, -7.256, -18.437], [-21.090, -5.845, -18.164], [-18.863, -5.404, -21.005], [-17.120, -9.222, -17.118], [-16.568, -7.838, -17.560], [-15.267, -7.477, -16.844], [-16.354, -7.843, -18.937], [-17.171, -9.327, -16.035], [-16.362, -9.949, -17.411], [-18.059, -9.553, -17.561], [-17.329, -7.148, -17.194], [-15.355, -7.373, -15.762], [-14.938, -6.495, -17.183], [-14.398, -8.114, -17.010], [-15.727, -8.540, -19.143]], "forces_ev_per_a": [[0.29, 0.24, -0.16], [0.03, -0.05, -0.25], [-0.10, -0.20, 0.25], [-0.18, -0.13, -0.09], [0.41, 0.13, 0.04], [-0.15, 0.07, 0.21], [-1.00, -0.10, 0.24], [-0.24, -0.13, -0.43], [1.06, 0.17, 0.66], [-0.63, -0.09, -0.70], [0.29, -0.76, 0.18], [0.09, 0.58, 0.73], [-0.61, -0.06, -0.74], [-0.46, -0.13, 0.00], [0.45, 0.06, 0.50], [-0.43, -0.46, 0.10], [0.08, -1.34, 0.39], [-0.81, 0.72, 0.34], [1.75, 1.07, -0.79], [0.16, 0.01, 0.21], [-0.33, -0.05, 0.07], [-0.37, 0.04, -0.28], [-0.41, 0.09, 0.50], [0.16, -0.17, -0.02], [0.14, 0.12, -0.50], [-0.17, -0.07, 0.13], [0.27, 0.03, -0.28], [0.88, 0.85, -0.89], [-2.80, -1.18, 0.34], [0.84, 0.16, 0.07], [-0.96, -0.49, 2.05], [-0.37, -0.23, 0.23], [-0.12, -0.55, 0.37], [0.13, 0.19, -0.07], [0.53, 0.12, -0.18], [0.10, 0.15, -0.02], [-0.03, -0.03, 0.01], [0.18, 0.25, -0.27], [1.86, 1.00, -2.24], [1.06, -0.10, -0.02], [0.04, -1.93, 2.71], [0.26, 0.77, 0.26], [-0.19, 1.09, -1.18], [-0.17, 0.30, 0.02], [0.04, -0.29, -0.11], [-0.04, 0.44, -0.12], [-0.07, 0.69, -0.95], [-0.37, -0.22, 0.03], [-0.08, 0.18, -0.13], [-0.32, -0.52, -0.26], [0.32, -0.21, 0.02]], "nbo_charge": [-0.94, 0.46, 0.48, -0.96, 0.50, 0.48, -0.98, 0.51, 0.50, -1.00, 0.50, 0.51, -0.89, 0.44, 0.48, -0.64, 0.10, -0.62, -0.71, 0.23, 0.22, 0.18, 0.13, 0.23, 0.22, 0.19, 0.47, -0.60, 0.04, -0.65, -0.23, 0.25, 0.26, 0.25, 0.28, 0.24, 0.24, 0.25, 0.53, -0.64, 0.09, -0.65, -0.76, 0.23, 0.21, 0.23, 0.17, 0.23, 0.22, 0.23, 0.50], "homo_ev": [-12.236, -12.236], "total_charge": 1, "s_squared": 0.7548, "multiplicity": 2}

=====

[3]
{"formula": "C9H35N4O13S2", "method": "ωB97M-V with the def2-TZVPD basis set", "species": ["N", "H", "H", "H", "H", "N", "H", "H", "H", "H", "N", "H", "H", "H", "H", "N", "H", "H", "H", "H", "C", "O", "O", "O", "C", "O", "O", "O", "C", "O", "H", "H", "H", "O", "S", "O", "O", "C", "C", "C", "H", "H", "H", "H", "H", "H", "H", "H", "O", "S", "O", "O", "C", "C", "C", "H", "H", "H", "H", "H", "H", "H", "H"], "coordinates": [[-2.731, 0.801, -1.830], [-2.824, 1.762, -2.125], [-3.580, 0.338, -2.120], [-2.515, 0.757, -0.844], [-2.020, 0.266, -2.309], [-0.407, -1.599, 0.181], [0.595, -1.546, 0.294], [-0.685, -1.812, -0.766], [-0.863, -0.730, 0.421], [-0.854, -2.340, 0.701], [0.233, -5.126, -1.306], [-0.541, -5.575, -1.774], [0.851, -5.797, -0.871], [-0.212, -4.550, -0.606], [0.734, -4.630, -2.028], [-4.486, -1.169, 0.719], [-5.259, -0.979, 1.340], [-4.855, -1.066, -0.216], [-4.047, -2.071, 0.837], [-3.774, -0.458, 0.804], [-2.446, -4.330, 0.005], [-2.605, -5.012, -0.979], [-1.316, -4.124, 0.530], [-3.356, -3.528, 0.138], [-1.538, -1.611, -3.523], [-1.574, -0.417, -3.923], [-1.583, -1.825, -2.276], [-2.029, -2.382, -4.333], [-2.430, 1.380, 2.268], [-2.420, 0.590, 1.078], [-1.419, 1.732, 2.474], [-3.140, 2.206, 2.309], [-2.628, 0.837, 3.192], [2.994, 1.792, -2.470], [1.574, 1.751, -2.166], [1.046, 0.582, -1.466], [1.119, 3.195, -1.355], [0.000, 3.196, -0.478], [0.238, 4.119, 0.688], [0.684, 2.200, -3.719], [-0.380, 2.244, -0.106], [-0.838, 3.533, -1.088], [-0.506, 4.235, 1.476], [0.663, 5.101, 0.481], [1.041, 3.735, 1.317], [-0.246, 2.708, -3.465], [0.552, 1.272, -4.276], [1.361, 2.827, -4.298], [2.148, -1.494, 1.031], [2.794, -0.805, 2.185], [2.879, -1.400, 3.469], [4.108, 0.075, 1.725], [4.961, 0.689, 2.777], [5.698, 1.826, 2.091], [1.746, 0.669, 2.386], [5.582, -0.055, 3.275], [4.271, 1.115, 3.505], [6.434, 1.539, 1.340], [6.172, 2.429, 2.866], [4.971, 2.466, 1.591], [1.791, 1.195, 1.432], [2.004, 1.231, 3.284], [0.865, 0.038, 2.505]], "forces_ev_per_a": [[-0.82, 0.45, -0.34], [0.43, 0.22, -0.18], [-0.34, -0.35, 0.37], [-0.32, 0.04, 2.02], [1.14, -0.37, -1.23], [-0.37, 0.66, -0.19], [0.19, -0.02, 0.14], [-0.12, -0.06, -1.12], [-0.31, 0.83, 0.44], [-0.35, -1.57, 0.76], [1.61, -1.12, -2.09], [-1.20, -0.42, 0.21], [-0.01, -0.22, 0.15], [-1.78, 1.40, 2.30], [0.25, 0.42, 0.01], [-1.94, 1.00, -0.60], [0.04, -0.13, 0.42], [-0.06, -0.68, -0.33], [0.98, -2.55, -0.34], [1.75, 1.55, 0.88], [0.49, 1.83, -2.44], [1.32, -5.90, -3.92], [3.83, -0.02, 2.29], [-4.91, 5.22, 3.96], [-3.18, 2.23, 3.41], [1.65, 1.70, -1.12], [1.61, -0.71, 0.07], [0.13, -2.96, -2.55], [0.64, -0.99, -0.70], [-0.49, 0.39, -0.01], [0.25, 0.66, -0.14], [-0.06, 0.36, -0.47], [-0.38, -0.74, 0.07], [-1.81, 0.31, 0.80], [-0.15, 0.89, -0.20], [0.21, 1.87, -0.82], [1.64, -2.30, -0.35], [-1.63, 0.46, 0.03], [1.58, 0.36, 1.37], [0.72, -0.93, 0.60], [0.80, -0.55, -0.03], [-0.25, 0.46, -0.08], [-0.83, -0.15, -0.75], [-0.52, 0.13, -0.70], [0.38, -0.61, -0.17], [0.12, -0.23, -0.08], [-0.38, -0.01, 0.14], [-0.05, 0.17, 0.37], [3.08, 0.87, 2.35], [-2.07, 3.48, -2.22], [1.03, -1.02, 0.19], [0.26, -2.09, 0.23], [-0.83, 0.11, -0.63], [-0.20, 0.02, 0.12], [0.23, -2.05, -0.23], [-0.03, -0.05, -0.30], [0.11, -0.04, 0.21], [-0.03, -0.28, 0.22], [0.18, -0.02, -0.04], [-0.05, 0.00, 0.02], [-0.24, 0.09, 0.27], [-0.07, -0.07, -0.25], [-0.89, 1.07, 0.18]], "nbo_charge": [-0.89, 0.41, 0.43, 0.48, 0.48, -0.93, 0.44, 0.46, 0.44, 0.47, -0.88, 0.47, 0.41, 0.47, 0.40, -0.89, 0.40, 0.40, 0.49, 0.46, 0.94, -0.85, -0.93, -0.91, 0.90, -0.68, -0.76, -0.38, -0.24, -1.05, 0.13, 0.14, 0.14, -0.89, 2.29, -0.92, -0.71, -0.09, -0.65, -0.84, 0.22, 0.15, 0.24, 0.22, 0.21, 0.23, 0.27, 0.26, -0.94, 2.35, -0.89, -0.72, -0.06, -0.63, -0.87, 0.20, 0.18, 0.23, 0.22, 0.22, 0.25, 0.24, 0.24], "homo_ev": [-5.590, -5.590], "s_squared": 0.7578, "multiplicity": 2}

=====

no.,strongest force on any atom (hartree/bohr)
1,0.0546
2,0.0648
3,0.1592